{
  "formula": "C5H33N2O9",
  "method": "wB97M-V/def2-TZVPD",
  "homo_energy_ev": -12.080,
  "relative_energy_kcal_mol": 62.19,
  "charge": 1,
  "homo_lumo_gap_ha": 0.3513,
  "symbols": ["N", "C", "C", "N", "C", "C", "C", "H", "H", "H", "H", "H", "H", "H", "H", "H", "H", "H", "H", "H", "H", "H", "H", "H", "O", "H", "H", "O", "H", "H", "O", "H", "H", "O", "H", "H", "O", "H", "H", "O", "H", "H", "O", "H", "H", "O", "H", "H", "O"],
  "xyz": [[0.2787, -1.4237, -0.4760], [-1.1860, -1.1597, -0.9220], [-1.8697, -0.1906, 0.0692], [-0.9638, 0.9086, 0.4313], [0.2706, 2.0292, 2.1324], [-1.0790, 1.3741, 1.8285], [-2.3207, 2.2901, 1.9932], [0.9350, -1.3474, -1.2310], [0.5014, -0.6737, 0.2315], [0.3247, -2.2938, 0.0731], [-1.7329, -2.1306, -0.8499], [-1.0352, -0.9048, -1.9533], [-2.0322, -0.7747, 0.9986], [-2.7921, 0.1114, -0.4028], [-1.1186, 1.5838, -0.3250], [0.5632, 2.3521, 3.0854], [0.3398, 2.9212, 1.4996], [1.0053, 1.2639, 1.8023], [-1.3149, 0.4826, 2.4621], [-2.1468, 3.3977, 1.7430], [-3.3108, 2.0790, 1.6021], [-2.5559, 2.1879, 3.1232], [0.8572, 2.3178, -3.1050], [1.5306, 1.1158, -3.7155], [1.7095, 1.8361, -3.0817], [-1.2362, 3.6732, -3.3925], [-1.5851, 2.4334, -4.1196], [-0.8520, 2.8449, -3.6569], [1.9300, -3.4893, 2.4917], [2.4311, -2.3706, 1.6350], [1.7136, -3.0458, 1.6693], [-0.3510, -2.4366, 2.3662], [-1.2531, -3.7579, 2.4210], [-1.2476, -2.8354, 2.1677], [2.7857, 0.0062, -1.7637], [1.8610, 1.1332, -1.4285], [2.1701, 0.2818, -1.0885], [4.4360, 2.3793, 1.2631], [3.3403, 2.0095, 0.4226], [3.5269, 2.1106, 1.3905], [3.5686, -0.2381, 1.8028], [2.8024, -0.3558, 0.4435], [3.2921, -0.8634, 1.1047], [-3.5817, -0.3217, -2.1770], [-2.9001, -1.2190, -3.4513], [-2.8938, -0.4668, -2.8652], [0.2616, -4.4915, -0.2728], [-0.9777, -4.3765, -0.9684], [-0.0987, -3.9560, -1.0069]],
  "forces_ev_per_angstrom": [[-2.019, 0.602, 2.816], [1.274, -1.453, 0.966], [1.595, -0.669, 0.393], [-0.492, -1.238, -1.109], [-0.084, -0.894, -1.872], [-1.554, 0.555, -0.709], [0.234, 1.619, 2.966], [0.284, -0.206, -0.083], [-0.186, -0.219, -1.161], [0.227, -0.028, -0.770], [0.624, 0.773, -0.303], [-0.601, 0.629, -0.058], [-0.380, 0.253, -0.648], [-0.522, 0.200, 0.281], [0.451, 0.499, 1.009], [-0.274, 0.181, 1.703], [0.232, -0.215, -0.145], [-0.106, 0.766, 0.173], [0.652, 0.469, -0.568], [0.082, -1.582, 0.455], [0.276, -0.857, -0.818], [0.410, 0.867, -1.492], [0.283, 0.029, -0.178], [0.293, 0.453, 0.288], [-0.744, -0.094, -0.507], [0.009, 0.797, 0.296], [0.007, -0.457, -0.184], [-0.091, -0.296, -0.010], [-0.166, -0.452, 0.167], [-0.280, 0.140, -0.496], [0.318, 0.399, 0.249], [-1.284, -1.246, -0.171], [0.342, -0.125, 0.252], [0.999, 1.366, -0.168], [0.554, -0.067, -0.283], [-0.173, 0.172, -0.432], [0.186, -0.150, 0.583], [0.720, 0.299, 0.761], [-0.528, -0.102, 1.133], [-0.123, -0.200, -1.858], [-0.243, -0.162, -0.676], [0.168, 0.357, -0.018], [0.232, -0.238, 0.910], [0.333, -1.158, -1.505], [-1.107, -0.437, 0.322], [0.110, 1.734, 0.547], [0.750, 0.495, -0.366], [0.034, 0.511, -0.697], [-0.724, -1.622, 1.016]]
}

---

{
  "formula": "C5H33NO11",
  "method": "wB97M-V/def2-TZVPD",
  "smiles": "CN[C@@H](C)[C@H](C)O.O.O.O.O.O.O.O.O.O.O",
  "homo_energy_ev": -9.066,
  "relative_energy_kcal_mol": 77.18,
  "charge": 0,
  "homo_lumo_gap_ha": 0.3353,
  "symbols": ["C", "N", "C", "C", "C", "C", "O", "H", "H", "H", "H", "H", "H", "H", "H", "H", "H", "H", "H", "H", "O", "H", "H", "O", "H", "H", "O", "H", "H", "O", "H", "H", "O", "H", "H", "O", "H", "H", "O", "H", "H", "O", "H", "H", "O", "H", "H", "O", "H", "H"],
  "xyz": [[1.1230, -2.0146, 1.5205], [0.5979, -0.7700, 0.8289], [-0.8687, -0.7698, 0.5246], [-1.3503, -2.1085, 0.0211], [-1.7180, -0.0382, 1.5687], [-2.4682, 1.1167, 0.9363], [-0.9978, 0.4874, 2.6926], [0.3324, -2.2577, 2.2173], [2.0633, -1.6846, 1.9501], [1.2910, -2.6662, 0.6695], [0.6865, 0.0816, 1.3621], [-0.8495, -0.1556, -0.3862], [-1.5627, -2.9568, 0.6778], [-2.2765, -2.0141, -0.5544], [-0.6116, -2.4823, -0.6949], [-2.2890, -0.8151, 2.0901], [-2.9173, 1.8219, 1.6298], [-3.1900, 0.7701, 0.1886], [-1.7840, 1.7387, 0.3389], [-0.4059, 1.1947, 2.3777], [-2.7340, 0.7652, -2.5256], [-2.9831, -0.0902, -2.8608], [-3.1401, 1.1040, -1.7305], [-1.8735, -1.8488, -3.4811], [-1.2890, -2.3991, -4.0209], [-2.1985, -1.3078, -4.2149], [-1.1194, -1.6320, 4.6232], [-1.7941, -0.9690, 4.4252], [-0.4151, -0.9606, 4.6674], [-0.1749, 0.9584, -3.6814], [0.0567, 1.4578, -2.8831], [-1.1134, 0.9461, -3.8296], [1.6938, 0.1317, 3.8000], [1.7923, 0.8953, 3.2415], [1.9674, -0.6608, 3.3352], [1.4337, 2.1050, -1.8632], [2.0649, 2.5959, -2.3740], [1.5880, 1.1555, -1.9473], [2.9297, -0.0755, -0.7563], [2.1041, -0.5459, -0.5279], [3.5447, -0.8067, -0.8814], [2.0818, -0.5234, -3.9769], [1.1289, -0.4725, -4.1515], [2.4560, -1.1699, -4.5736], [0.7536, 2.5791, 2.0998], [1.6639, 2.5177, 1.7584], [0.6637, 3.5394, 2.0770], [2.9782, 2.3069, 0.2985], [3.0816, 1.4311, -0.1530], [2.0476, 2.4957, 0.1476]],
  "forces_ev_per_angstrom": [[-1.143, 2.769, -1.171], [-0.361, -0.546, -0.508], [1.626, 0.351, -1.163], [-0.456, -0.857, -0.704], [-0.017, -0.093, 1.500], [-0.187, 0.205, -1.003], [0.379, 0.075, -0.699], [0.462, -0.994, 0.550], [0.167, -0.652, 0.164], [0.037, -0.778, 0.599], [0.745, -0.308, 0.479], [-0.497, 0.087, 0.093], [0.311, 0.465, 0.677], [0.083, 0.310, 0.003], [-0.077, 0.093, -0.051], [-0.756, 0.328, -0.483], [-0.325, -0.411, 0.298], [-0.269, -0.077, 0.383], [0.270, -0.262, 0.220], [-0.328, 0.042, 0.401], [0.915, 1.148, -0.857], [-0.643, -0.393, 1.011], [-0.524, -0.712, 0.012], [0.031, -0.034, -1.094], [0.201, -0.366, 0.624], [-0.256, 0.223, 0.238], [0.159, 1.089, 0.074], [-0.585, -0.488, -0.126], [0.554, -0.644, -0.030], [0.786, -0.416, -0.751], [-0.478, 0.203, -0.267], [-0.487, 0.336, 0.623], [-0.074, -0.390, 1.060], [0.137, 0.244, -0.409], [0.067, 0.281, -0.138], [-1.482, -0.111, 0.548], [0.602, -0.094, -0.453], [0.817, 0.130, -0.239], [0.095, -1.160, -0.297], [-0.497, 0.391, 0.486], [0.275, 0.294, -0.211], [0.005, -0.091, 0.202], [0.125, 0.339, 0.088], [0.023, -0.149, -0.174], [0.699, 0.607, -0.263], [0.220, -0.563, 0.089], [-0.585, 0.005, 0.291], [0.098, -0.110, 0.711], [0.050, 0.585, 0.504], [0.088, 0.101, -0.837]]
}

---

{
  "formula": "C5H34N2O13",
  "method": "wB97M-V/def2-TZVPD",
  "homo_energy_ev": -9.059,
  "relative_energy_kcal_mol": 52.15,
  "charge": 0,
  "homo_lumo_gap_ha": 0.3251,
  "symbols": ["N", "C", "C", "C", "C", "C", "N", "O", "H", "H", "H", "H", "H", "H", "H", "H", "H", "H", "H", "H", "O", "H", "H", "O", "H", "H", "O", "H", "H", "O", "H", "H", "O", "H", "H", "O", "H", "H", "O", "H", "H", "O", "H", "H", "O", "H", "H", "O", "H", "H", "O", "H", "H", "O"],
  "xyz": [[1.2464, -0.7062, -1.3708], [0.8026, -0.2128, -2.6858], [-0.3523, 0.7622, -2.3359], [-0.6301, 0.5743, -0.8566], [0.7868, 0.2020, -0.3089], [0.7052, -0.5131, 1.0327], [1.7326, -0.4646, 1.8852], [-0.3529, -1.1141, 1.2644], [1.0032, -1.6608, -1.1467], [0.5959, -1.0890, -3.2846], [1.6634, 0.2884, -3.1412], [-1.2469, 0.5595, -2.9190], [-0.0325, 1.7869, -2.5329], [-0.8994, 1.4908, -0.3536], [-1.1791, -0.3443, -0.6929], [1.5946, 0.9262, -0.2285], [2.6396, -0.2329, 1.5343], [1.6191, -1.0500, 2.6876], [-0.6668, 4.8509, -0.8914], [0.4862, 5.6278, -0.1296], [0.0788, 5.4555, -0.9828], [-0.7356, 4.1940, 2.3372], [-0.7463, 3.1341, 1.3121], [-1.3031, 3.8529, 1.6387], [2.4755, -4.6634, -0.3371], [1.6225, -4.2076, 0.8872], [2.3742, -4.7375, 0.6112], [-2.0611, -2.1796, 0.9665], [-3.2536, -2.7169, 1.6251], [-3.0242, -2.1446, 0.9181], [1.9014, 2.9555, -1.1298], [1.0611, 4.0651, -0.5853], [1.4310, 3.1896, -0.3213], [3.4403, 1.8023, 0.5026], [4.3093, 0.5043, 0.1892], [4.0508, 1.1468, 0.8539], [-4.9923, -0.9066, -0.1279], [-4.0241, -0.4365, 0.9227], [-4.6813, -0.0962, 0.2881], [3.1910, -0.4397, -1.5677], [4.0884, -0.6644, -2.7889], [4.1159, -0.5556, -1.8589], [-0.3387, -2.8885, 0.1379], [-0.7429, -4.2658, -0.5628], [-0.3920, -3.3870, -0.6868], [-4.0345, 2.3420, -1.4346], [-3.5881, 0.9416, -0.7053], [-3.3265, 1.7800, -1.1434], [-2.1404, 1.2319, 3.2211], [-1.5823, -0.1163, 2.5589], [-2.3267, 0.4557, 2.6943], [-0.5929, -4.4069, 1.9191], [0.0743, -4.1146, 3.0228], [0.1564, -3.8044, 2.1002]],
  "forces_ev_per_angstrom": [[1.526, -0.773, 0.701], [0.257, -0.047, 1.354], [-0.120, 0.005, -0.707], [2.585, 0.576, 0.470], [0.194, -0.896, -0.787], [-1.053, -0.297, -1.038], [-0.884, -0.217, -0.325], [0.469, -0.148, 0.810], [-0.287, -0.073, -0.536], [-0.512, 0.013, -0.327], [-0.258, 0.204, -0.196], [-0.041, 0.154, -0.090], [-0.129, 0.009, -0.073], [-1.129, -0.121, -0.029], [-0.713, 0.420, 0.312], [-0.756, 0.783, 0.005], [0.612, 0.534, 0.129], [0.272, -0.223, 0.370], [-0.137, 0.211, 0.558], [-0.656, 0.173, 0.312], [0.402, 0.099, -0.636], [-0.182, 0.311, 0.201], [-0.285, -0.207, -0.302], [0.582, -0.117, 0.047], [-0.172, 0.213, -0.158], [-0.147, 0.060, -0.144], [0.462, -0.370, 0.263], [0.192, 0.618, -0.273], [-0.787, -0.779, 1.094], [0.580, 0.074, -0.636], [0.033, -0.218, 0.029], [0.191, -0.617, 0.081], [0.125, 0.550, -0.296], [0.109, -0.099, -0.354], [0.033, 0.258, -0.691], [-0.035, -0.182, 0.859], [0.012, 0.041, -0.087], [-0.105, 0.193, -0.101], [0.033, -0.207, 0.264], [-0.313, -0.530, -0.267], [-0.055, -0.147, -1.303], [0.246, 0.498, 1.658], [-0.178, -0.314, 0.219], [-0.098, -0.121, 0.378], [0.376, 0.567, -0.735], [-0.785, -0.368, 0.239], [-0.909, 0.908, -0.259], [1.631, -0.186, -0.166], [0.483, -0.075, 0.017], [0.917, -0.113, 0.014], [-1.489, 0.166, -0.161], [0.181, 0.409, -1.504], [1.369, 0.994, 0.399], [-1.656, -1.596, 1.399]]
}

---

{
  "formula": "C5H34NO13",
  "method": "wB97M-V/def2-TZVPD",
  "homo_energy_ev": -6.595,
  "relative_energy_kcal_mol": 15.85,
  "charge": -1,
  "homo_lumo_gap_ha": 0.3404,
  "symbols": ["C", "C", "C", "C", "O", "N", "C", "O", "H", "H", "H", "H", "H", "H", "H", "H", "H", "H", "H", "H", "H", "H", "O", "H", "H", "O", "H", "H", "O", "H", "H", "O", "H", "H", "O", "H", "H", "O", "H", "H", "O", "H", "H", "O", "H", "H", "O", "H", "H", "O", "H", "H", "O"],
  "xyz": [[0.3879, -0.9500, 2.3097], [0.2288, -0.0539, 1.0728], [1.0003, -0.5580, -0.1674], [2.3939, -1.0747, 0.1624], [0.3320, -1.6558, -0.7783], [-1.2388, 0.0554, 0.7706], [-1.5341, 0.9764, -0.3400], [-1.0815, 2.2301, -0.1260], [1.4667, -1.0540, 2.6161], [-0.1602, -0.5484, 3.1728], [0.0108, -2.0231, 2.1426], [0.6811, 0.9670, 1.3181], [1.0243, 0.2830, -0.9553], [2.4042, -1.9668, 0.7393], [2.9669, -1.2604, -0.7596], [2.9434, -0.3129, 0.7137], [-0.6343, -1.4892, -0.9317], [-1.6939, 0.3701, 1.6307], [-2.6637, 1.0310, -0.4673], [-1.1540, 0.5536, -1.2923], [-0.9558, -0.8819, -2.9134], [0.4891, -1.1343, -2.7612], [-0.0713, -0.6029, -3.2286], [2.6262, 2.0424, 0.9092], [2.7083, 2.0933, 2.4752], [3.1574, 1.7295, 1.7296], [2.5713, -3.6721, -1.3514], [1.1671, -3.0196, -1.5334], [1.6173, -3.8829, -1.5954], [1.6581, 2.5037, -1.0856], [0.4997, 2.4978, -0.0468], [1.5044, 2.6035, -0.1741], [0.4190, 2.7594, -2.7458], [0.9281, 1.2666, -2.9837], [1.2858, 2.1823, -2.8275], [-1.6653, 2.3700, 3.2860], [-1.5282, 0.8967, 3.3466], [-1.5713, 1.6248, 3.9155], [-2.7429, -0.9218, -1.7391], [-2.2550, -2.2070, -1.0398], [-2.1524, -1.6201, -1.8458], [-1.6516, 2.6794, -2.8828], [-1.1781, 2.9863, -1.4665], [-1.1277, 3.3069, -2.4726], [0.2862, -3.0418, 0.3424], [0.5302, -4.4476, 0.0191], [0.1454, -3.9210, 0.6839], [-1.5257, 2.9141, 1.1340], [-1.1797, 4.1097, 2.0175], [-1.8125, 3.4176, 1.9686], [-1.5236, -3.4323, 0.6221], [-2.0293, -1.9223, 0.9004], [-2.3029, -2.7959, 0.5126]],
  "forces_ev_per_angstrom": [[0.427, -1.521, -0.004], [0.132, 0.887, 0.503], [-0.113, 1.057, -0.622], [0.512, 1.454, -0.929], [-0.896, -0.565, 0.063], [0.717, -0.542, -0.071], [-1.315, -0.062, 0.045], [0.449, 0.919, -0.189], [-1.076, 0.299, -0.293], [0.187, -0.038, -0.228], [0.452, 1.580, 0.178], [-0.653, -1.373, -0.291], [0.249, -1.111, 1.387], [-0.328, -0.853, 0.545], [-0.248, 0.049, 0.115], [0.000, 0.053, 0.071], [0.881, 0.291, 0.083], [0.019, 0.111, -0.642], [0.685, -0.501, 0.271], [0.149, 0.065, 0.502], [0.589, -0.001, -0.264], [2.369, -2.204, 1.925], [-2.569, 2.435, -2.386], [0.489, -0.214, 1.311], [-0.511, 0.438, 0.673], [0.072, -0.136, -1.785], [-1.920, -0.410, -0.494], [0.119, -0.064, 0.067], [2.107, 0.177, 0.092], [0.265, -0.277, -2.387], [0.901, -0.054, -0.401], [-0.797, 0.538, 2.762], [1.530, -1.230, -0.275], [0.338, 1.156, 0.080], [-1.796, -0.110, -0.267], [-0.042, 0.250, -0.058], [0.151, -1.736, -0.929], [-0.115, 1.370, 1.408], [-1.687, 1.817, 0.476], [-0.392, 0.115, -0.147], [1.146, -2.267, -0.260], [-1.694, -1.880, -1.619], [0.235, 0.384, -0.966], [1.314, 1.608, 2.563], [0.298, 0.965, -0.347], [0.875, -1.202, -1.399], [-1.124, -0.161, 2.056], [-0.242, 0.007, -0.060], [0.795, 1.046, 0.190], [-0.734, -0.598, -0.034], [-0.942, 0.922, 0.039], [-0.007, -0.726, -0.355], [0.750, -0.158, 0.295]]
}